{"formula": "C26H30F4N4OSeY", "method": "wB97M-V/def2-TZVPD", "species": ["Y", "C", "N", "C", "C", "C", "N", "C", "C", "F", "C", "F", "C", "C", "F", "C", "F", "H", "H", "H", "H", "H", "H", "H", "H", "H", "H", "H", "C", "C", "N", "C", "C", "C", "O", "C", "C", "C", "C", "N", "C", "H", "H", "H", "H", "H", "H", "H", "H", "H", "H", "H", "H", "H", "H", "Se", "C", "C", "C", "C", "C", "C", "H", "H", "H", "H", "H"], "positions_angstrom": [[0.475702, -1.961262, -0.893084], [2.356147, -0.272328, 1.849129], [1.878479, 0.253030, 0.560916], [1.256067, 1.558466, 0.794882], [2.966610, 0.443856, -0.413458], [3.821112, -0.798476, -0.674832], [3.068794, -2.018585, -0.458599], [3.758843, -3.165710, -0.212366], [3.080633, -4.241980, 0.373257], [1.743658, -4.066288, 0.566238], [3.672835, -5.414936, 0.772556], [2.925336, -6.370288, 1.329421], [5.031964, -5.600584, 0.614188], [5.740943, -4.571409, 0.025475], [7.053621, -4.707378, -0.163703], [5.136913, -3.402000, -0.401395], [5.912801, -2.487508, -1.014811], [3.115365, 0.382181, 2.293816], [2.769382, -1.267571, 1.720220], [1.510917, -0.342677, 2.534910], [1.994267, 2.288006, 1.149636], [0.472153, 1.462874, 1.545439], [0.822421, 1.938021, -0.128591], [3.635504, 1.246511, -0.078632], [2.496418, 0.772925, -1.348147], [4.669788, -0.780377, 0.014226], [4.232152, -0.723238, -1.685429], [5.523416, -6.509026, 0.926937], [0.468531, 5.274654, 0.171823], [-0.930515, 4.930339, 0.679127], [-1.928074, 4.905335, -0.381200], [-2.272140, 6.178867, -1.023358], [-1.661262, 6.336372, -2.412850], [-2.512774, 3.790172, -0.871681], [-3.263206, 3.783323, -1.832558], [-2.259674, 2.485737, -0.152102], [-2.849648, 2.213414, 1.077237], [-2.647691, 0.970925, 1.655340], [-1.850710, 0.050805, 0.995794], [-1.326839, 0.286097, -0.212501], [-1.551941, 1.474152, -0.777582], [1.188876, 5.181958, 0.985206], [0.516537, 6.297231, -0.199994], [0.760691, 4.596770, -0.631825], [-1.236179, 5.664528, 1.428705], [-0.899790, 3.956904, 1.161820], [-1.939108, 6.979550, -0.363354], [-3.358695, 6.224158, -1.107904], [-0.576374, 6.233055, -2.383629], [-1.904506, 7.320634, -2.811856], [-2.067326, 5.582416, -3.082802], [-3.459838, 2.963591, 1.564465], [-3.093658, 0.713811, 2.605368], [-1.627658, -0.907042, 1.448687], [-1.152657, 1.632932, -1.772942], [-1.204314, -3.577752, 0.926100], [-2.826863, -4.240822, 0.136326], [-3.029113, -5.615734, 0.120440], [-4.239004, -6.122755, -0.331639], [-5.234197, -5.265931, -0.778007], [-5.027415, -3.893785, -0.762145], [-3.825642, -3.377116, -0.303942], [-2.253019, -6.282596, 0.471855], [-4.405663, -7.191607, -0.328958], [-6.172464, -5.667826, -1.135937], [-5.810157, -3.221756, -1.089030], [-3.658794, -2.307225, -0.278717]], "forces_ev_per_a": [[1.4597, 0.2879, 3.2776], [0.0113, -0.0785, 0.0826], [-0.3919, -0.5050, -0.3216], [-0.0548, 0.0250, -0.0284], [-0.0340, -0.2720, -0.1646], [0.0917, -0.0542, 0.4531], [-2.8388, 0.1210, -1.4790], [0.6162, -0.4452, 0.2565], [0.1165, 0.1361, -0.0857], [-0.3594, 0.1561, -0.2405], [0.1207, -0.0709, 0.0141], [-0.0755, 0.0265, 0.0075], [0.0464, 0.0768, -0.0475], [-0.1352, -0.1158, 0.0176], [0.0432, 0.0304, -0.0374], [-0.1632, 0.1210, 0.0512], [-0.0128, -0.0033, -0.0426], [-0.0273, 0.0428, -0.0312], [0.0737, 0.0333, -0.0171], [0.0179, 0.0678, 0.0132], [0.0198, -0.0579, 0.0445], [-0.0299, 0.0352, -0.0407], [0.0749, 0.0419, 0.0342], [-0.0646, 0.0830, -0.0796], [-0.0073, 0.1374, 0.0244], [0.0224, 0.0483, -0.0239], [0.0975, 0.0626, 0.0631], [-0.0209, -0.0225, 0.0028], [-0.1135, -0.0284, 0.0746], [0.2447, 0.0302, -0.0775], [-0.0885, 0.0140, 0.0081], [-0.0082, -0.0601, -0.3069], [-0.0029, -0.0214, 0.1043], [-0.0039, -0.0248, 0.0753], [0.0287, -0.0204, -0.0033], [-0.1318, -0.0218, -0.0038], [0.0864, -0.0885, -0.0403], [0.0294, 0.1304, -0.0528], [-0.0850, 0.0502, 0.1756], [0.5109, -1.0235, -0.3586], [-0.0400, 0.0724, -0.1469], [0.0129, 0.0283, 0.0060], [0.0195, -0.0109, -0.0545], [0.0285, 0.0162, -0.0228], [-0.0534, -0.0666, 0.0228], [-0.0705, 0.0008, 0.0550], [-0.0283, -0.0368, 0.0625], [0.0166, 0.0464, 0.0672], [0.0136, 0.0472, -0.0004], [0.0152, 0.0067, -0.0137], [0.0055, 0.0093, -0.0299], [0.0221, 0.0145, 0.0268], [0.0338, -0.0095, 0.0231], [-0.1169, -0.0298, -0.0807], [0.0207, 0.0381, 0.0045], [1.1083, 0.7368, -1.0506], [-0.0268, 0.2900, -0.1139], [0.0090, 0.0380, 0.0232], [-0.0026, 0.0178, -0.0326], [-0.0420, -0.0142, -0.0121], [-0.0386, 0.0187, -0.0209], [0.1042, -0.0696, -0.0116], [0.0026, 0.0080, 0.0091], [0.0167, -0.0097, -0.0207], [-0.0134, 0.0061, 0.0241], [0.0067, -0.0068, -0.0427], [-0.0660, 0.0152, 0.0326]], "lumo_energy_ev": -5.0, "e_tot_ev": -112709.2267, "homo_lumo_gap_ha": 0.19458, "charge": 1, "homo_ev": -10.30}

{"formula": "C4H6FGdO4", "method": "wB97M-V/def2-TZVPD", "species": ["O", "C", "C", "O", "C", "O", "O", "C", "H", "F", "H", "H", "H", "H", "H", "Gd"], "positions_angstrom": [[0.662744, 0.190727, -1.015414], [1.570699, -0.762479, -0.820695], [1.005123, -1.864071, 0.079331], [0.183374, -1.213130, 1.055047], [-0.938256, -0.664800, 0.598467], [-1.743511, -1.516894, 0.011150], [-1.276679, 0.469511, 0.960872], [-2.724755, -0.988100, -0.886283], [1.782902, -2.414016, 0.616548], [2.723815, -0.240182, -0.144530], [1.976024, -1.194664, -1.753472], [0.397810, -2.550105, -0.525301], [-3.208985, -1.855673, -1.341200], [-3.448612, -0.380896, -0.331126], [-2.243447, -0.366747, -1.650444], [0.169792, 2.136419, 0.052856]], "forces_ev_per_a": [[-0.5336, 2.1337, 0.3075], [1.0433, -0.8490, 0.1222], [0.0208, -0.4925, -0.4697], [-0.4414, 0.6404, 0.0786], [-0.1060, -1.3359, 1.1382], [1.0120, 0.3373, -0.3591], [0.2122, 0.9289, -0.4848], [-0.7571, 0.3974, -0.1163], [-0.2341, 0.2150, -0.1028], [-0.6027, 0.1923, -0.1919], [-0.1752, 0.2059, 0.2493], [0.1695, 0.0942, 0.2089], [0.1301, 0.2752, 0.1262], [0.0954, -0.2309, -0.1363], [-0.0041, -0.2553, 0.1209], [0.1709, -2.2567, -0.4908]], "lumo_energy_ev": [-4.0, -5.0], "e_tot_ev": -35981.3988, "homo_lumo_gap_ha": [0.32312, 0.32869], "charge": 1, "homo_ev": [-12.76, -13.90], "multiplicity": 9}